{"formula": "C8H21FIMnOP2", "method": "the ωB97M-V functional and the def2-TZVPD basis", "species": ["P", "H", "C", "H", "H", "I", "H", "Mn", "C", "H", "C", "H", "H", "H", "H", "F", "H", "H", "P", "H", "H", "H", "C", "C", "C", "H", "H", "C", "H", "H", "H", "O", "H", "C", "H"], "positions_angstrom": [[0.096429, 2.265948, -0.520445], [1.806200, -1.996418, 1.564562], [0.797402, 2.808784, 1.090185], [0.121281, 2.476320, 1.895310], [1.247623, 4.049564, -1.624677], [-1.264998, -0.816681, -2.929762], [-1.066171, -4.357010, -0.011680], [-0.529623, -0.092370, -0.630610], [-1.392869, 3.289802, -0.725178], [0.929714, -2.938583, -2.342907], [-2.352178, 0.087180, -0.131380], [0.940532, 3.903730, 1.132737], [2.267699, 2.583588, -1.540152], [-1.146391, 4.357783, -0.648986], [-2.126608, 3.030278, 0.047403], [-0.164120, 0.147161, 1.252921], [-0.321589, 0.956253, -4.752100], [-1.793460, -3.251341, -1.236800], [0.137082, -2.294590, -0.139272], [-1.829595, 3.081615, -1.710405], [2.262900, -2.645779, -1.191574], [1.282923, -4.137665, -1.027775], [0.121241, -0.010814, -4.479486], [1.263316, -3.076820, -1.306895], [1.253936, 2.954393, -1.741433], [-2.091017, -2.966759, 0.505564], [1.769499, 2.311224, 1.230299], [0.845233, -2.530921, 1.519535], [0.164939, -2.091053, 2.267911], [0.997523, -3.608301, 1.696826], [1.144311, 0.111606, -4.078383], [-3.332617, -0.079774, 0.482030], [0.952772, 2.652332, -2.756159], [-1.357134, -3.320698, -0.230168], [0.057211, -0.716781, -5.300757]], "forces_ev_per_angstrom": [[0.45, 1.49, 0.16], [-0.29, -0.23, 0.07], [-0.08, -0.57, 0.08], [0.35, 0.23, -0.30], [0.03, -0.36, -0.23], [0.43, 0.14, -2.11], [-0.23, 0.20, -0.06], [4.36, 0.90, 2.45], [-0.24, -0.25, -0.13], [0.08, -0.24, 0.30], [-8.69, -0.79, 4.60], [-0.18, -0.48, -0.25], [-0.23, 0.09, -0.10], [-0.03, -0.31, 0.00], [0.10, 0.16, -0.13], [-0.46, -0.50, -1.93], [0.12, -0.42, 0.16], [0.10, -0.23, 0.31], [0.05, -1.16, 0.40], [0.00, 0.18, 0.19], [-0.08, -0.16, -0.06], [0.14, 0.14, -0.28], [0.03, 0.66, 0.23], [0.26, 0.18, -0.05], [0.08, -0.20, -0.11], [0.12, -0.25, -0.12], [-0.32, 0.19, 0.03], [-0.08, 0.39, -0.07], [0.33, -0.28, -0.29], [-0.07, 0.38, -0.08], [-0.75, -0.33, 0.00], [4.74, 1.03, -3.17], [0.15, 0.33, 0.27], [-0.14, 0.23, 0.07], [-0.01, -0.15, 0.15]], "relative_energy_kcal_mol": 0.0, "total_charge": 2, "spin_multiplicity": 5, "e_homo_ev": [-16.19, -16.73], "energy_ha": -2623.3252, "gap_ev": [6.8, 7.6], "e_lumo_ha": [-0.3436, -0.3352]}